[1]
{"formula": "C22H50LuN3OP3", "method": "ωB97M-V/def2-TZVPD", "relative_energy_ev": 0.2685, "total_charge": 3, "orbital_gap_ev": 7.92, "elements": ["H", "N", "H", "Lu", "H", "P", "H", "H", "C", "C", "H", "H", "H", "H", "H", "C", "H", "H", "C", "C", "C", "H", "O", "H", "H", "C", "P", "H", "H", "H", "H", "H", "H", "H", "H", "H", "C", "H", "H", "C", "H", "H", "H", "C", "N", "H", "H", "H", "C", "H", "H", "C", "C", "C", "H", "H", "C", "C", "N", "C", "H", "H", "H", "H", "C", "C", "H", "H", "H", "H", "H", "H", "C", "C", "H", "H", "H", "H", "P", "C"], "coordinates": [[-2.155, -0.486, 1.491], [0.280, -0.229, 2.192], [-2.708, 0.881, -3.381], [-0.155, -0.195, -0.112], [-4.294, 0.258, -2.887], [0.577, -2.414, -1.224], [3.672, 0.590, -1.747], [0.581, 2.935, 1.872], [-2.271, 0.440, 2.092], [1.573, -2.492, -2.739], [3.541, -1.048, 2.590], [-0.815, -4.071, -2.038], [1.021, -4.562, -0.366], [1.753, 2.974, -0.376], [1.269, -0.416, 2.361], [-0.327, -0.054, 3.379], [-1.708, -3.150, -0.765], [-3.509, -0.235, 4.164], [0.127, 3.369, 0.958], [3.591, -1.310, 1.523], [0.692, 0.547, -5.775], [-4.930, -0.910, -0.971], [0.249, 0.665, -2.142], [2.490, -1.892, -2.663], [4.980, 0.539, -0.527], [-3.525, 1.769, -0.580], [2.826, -0.004, 0.449], [-4.248, 2.032, -1.366], [-1.589, -2.475, -2.411], [-1.119, 2.736, -3.109], [0.634, -0.290, -2.166], [2.458, -3.446, -0.147], [0.961, -2.103, -3.550], [-0.478, 1.611, -7.260], [3.098, -2.280, 1.384], [-0.958, 3.527, 1.002], [4.075, 0.032, -0.891], [-2.170, -0.893, 5.122], [1.789, -0.279, -4.118], [-0.038, 0.504, 5.779], [3.255, 1.249, 2.533], [-3.336, 0.620, 2.241], [2.005, -0.850, 5.613], [-2.502, -0.019, 4.538], [0.362, -0.158, 4.548], [-2.743, 2.549, -0.527], [0.184, 3.558, -1.139], [-1.550, 3.101, -5.570], [-0.220, 1.515, -6.184], [4.319, -0.988, -1.214], [-4.041, 1.706, 0.388], [1.732, -0.667, 4.564], [1.368, -3.563, -0.078], [-3.215, 0.103, -2.801], [-0.552, 1.456, 5.612], [2.785, 2.346, 1.203], [-1.059, -3.076, -1.652], [-0.590, 2.161, -3.876], [-1.644, 0.234, 3.388], [0.294, 1.160, -3.504], [1.831, -3.548, -2.914], [-2.567, 0.870, 5.180], [4.649, -1.412, 1.242], [-2.941, -0.869, -3.211], [-4.008, -1.028, -0.379], [1.027, 0.428, -4.420], [-0.659, -0.141, 6.407], [1.800, -1.616, 4.007], [0.864, 0.726, 6.356], [4.439, 1.632, 1.245], [-1.801, 1.323, 1.608], [2.450, 0.063, 4.154], [3.373, 1.452, 1.455], [0.742, 3.381, -0.214], [1.071, -3.338, 0.963], [-4.233, -0.842, 0.679], [-3.630, -2.057, -0.477], [1.104, -0.135, -6.531], [-2.770, 0.159, -1.040], [-0.833, 2.337, -5.241]], "atomic_forces_ev_per_a": [[-0.17, 0.21, 0.02], [0.00, -0.40, -0.65], [-0.03, -0.20, 0.16], [0.45, 2.60, 2.48], [0.12, -0.14, 0.02], [0.41, -0.45, -0.40], [0.27, -0.07, 0.07], [-0.09, 0.79, -0.54], [0.66, 0.14, 0.73], [-0.03, -0.28, 0.08], [0.02, -0.07, -0.47], [-0.65, -0.09, -0.08], [0.40, -0.03, 0.23], [-0.34, 0.72, 0.22], [-0.37, 0.14, -0.03], [0.49, -0.01, 0.74], [0.29, -0.20, -0.23], [0.24, 0.00, 0.15], [-0.66, -1.52, 0.74], [-0.25, -0.36, -0.01], [0.21, 0.14, -0.19], [0.28, -0.17, 0.30], [1.24, -1.51, 0.27], [-0.20, -0.24, 0.09], [-0.23, -0.30, -0.20], [0.37, 0.36, 0.12], [1.09, 0.12, 0.46], [0.19, 0.01, 0.36], [0.43, -0.29, 0.20], [0.10, -0.16, -0.36], [-0.24, 1.91, -0.97], [-0.38, -0.30, -0.16], [0.07, -0.21, -0.23], [0.22, -0.05, 0.97], [0.31, 0.26, 0.16], [0.49, 0.53, 0.16], [-0.34, 0.16, -0.41], [-0.09, 0.41, -0.35], [-0.14, 0.06, 0.04], [-0.17, 0.34, 0.92], [0.00, 0.11, -0.49], [0.22, 0.05, -0.13], [-0.06, -0.08, -0.52], [-0.72, -0.06, 0.49], [-0.22, 0.02, -0.94], [-0.48, -0.19, -0.03], [0.28, 0.49, 0.34], [0.41, -0.34, 0.21], [-0.33, -0.05, -0.58], [0.00, 0.23, 0.04], [0.17, 0.10, -0.38], [0.09, -0.29, -0.04], [-0.27, 0.04, 0.45], [0.47, 0.02, -0.31], [0.13, -0.23, -0.13], [0.42, -0.23, 0.19], [0.05, -0.29, -0.07], [-0.07, -0.21, 0.27], [0.30, -0.02, -0.49], [-0.44, -0.29, -0.19], [-0.04, 0.33, -0.15], [-0.09, -0.41, -0.10], [-0.29, 0.05, 0.14], [-0.14, 0.00, -0.19], [0.02, -0.17, 0.03], [-0.36, -0.25, -0.57], [0.10, 0.17, -0.06], [0.02, 0.30, 0.28], [-0.17, 0.05, -0.20], [-0.40, 0.00, 0.17], [-0.36, -0.41, -0.01], [-0.22, -0.16, 0.16], [-0.39, 0.31, -0.05], [0.14, -1.30, -1.09], [0.03, -0.28, -0.42], [0.03, -0.08, -0.37], [-0.33, 0.26, -0.02], [0.14, 0.44, 0.50], [-1.47, 0.07, -0.15], [-0.10, 0.46, -0.03]], "mulliken_charge": [-0.034, 0.179, 0.338, 1.250, 0.569, 0.743, 0.329, 0.214, -0.871, -1.324, 0.431, 0.618, 0.584, 0.304, -0.866, 0.389, 0.292, 0.460, -0.489, -1.344, -0.796, 0.454, 0.400, 0.190, 0.511, -1.341, 1.085, 0.500, 0.191, 0.410, -0.171, 0.439, 0.544, 0.397, 0.165, 0.385, -1.601, 0.372, 0.766, -1.268, 0.236, 0.503, 0.604, -1.161, 0.093, 0.209, 0.260, 0.423, -0.690, 0.429, 0.423, -1.189, -1.445, -1.403, 0.360, 0.252, -1.227, -0.891, 0.168, 1.312, 0.565, 0.360, 0.473, 0.370, -1.197, -1.028, 0.353, 0.375, 0.500, 0.500, 0.369, 0.285, -1.076, -0.519, 0.350, 0.428, 0.316, 0.435, 0.857, -0.382]}

[2]
{"formula": "C22H50N2O3P2Pb", "method": "ωB97M-V/def2-TZVPD", "total_charge": 4, "orbital_gap_ev": 4.70, "elements": ["C", "H", "H", "H", "C", "H", "H", "H", "H", "H", "H", "H", "H", "H", "H", "H", "H", "P", "C", "H", "C", "C", "H", "H", "Pb", "H", "C", "C", "O", "O", "C", "N", "O", "N", "H", "H", "H", "C", "H", "H", "H", "H", "H", "C", "H", "H", "C", "H", "C", "H", "H", "H", "C", "H", "C", "H", "P", "C", "H", "H", "C", "H", "H", "H", "H", "H", "H", "H", "H", "H", "H", "C", "C", "C", "C", "H", "H", "C", "C", "H"], "coordinates": [[-0.941, -2.410, -2.306], [-1.712, 4.720, -2.364], [-0.324, 3.411, -3.400], [-1.182, -2.950, -3.231], [-1.499, 4.910, -1.306], [-2.994, -2.068, 0.356], [-1.500, 0.291, 4.707], [-0.596, -4.293, -1.254], [2.921, -3.051, 2.688], [-1.652, -1.738, 2.690], [-2.505, 2.372, -2.783], [-1.887, 1.700, -4.307], [1.321, 5.464, -1.336], [-0.366, -1.519, -2.614], [1.028, -5.467, 0.483], [2.575, 1.808, 4.803], [-2.138, 2.999, -0.586], [0.082, 2.535, -1.222], [-2.753, -3.141, 0.470], [-0.662, 5.613, -1.239], [2.295, 3.421, 0.278], [1.520, -3.408, 1.102], [-1.887, -2.083, -1.858], [-0.667, -3.115, 3.273], [-0.178, 0.109, 0.060], [2.386, 2.605, -1.707], [1.756, 3.325, -1.155], [0.767, 1.583, -3.755], [1.153, 0.739, 2.152], [-4.008, 0.816, 0.879], [1.942, -2.660, 2.370], [0.261, 1.332, 4.205], [3.563, -0.339, -0.778], [2.499, 1.478, 3.850], [-1.771, 0.733, -2.823], [-1.920, 4.393, 1.391], [1.804, -4.409, -1.561], [1.300, -3.547, -2.013], [2.039, -1.580, 2.193], [0.885, 0.565, -3.348], [0.525, 1.655, 5.123], [-1.223, -4.443, 1.260], [2.316, -5.307, 1.692], [-1.532, -2.834, 2.659], [1.739, 2.094, -3.737], [0.629, -5.090, 2.182], [-0.089, -3.321, -1.396], [-1.358, 0.770, 2.974], [-1.161, 1.070, 4.008], [2.241, 2.461, 0.810], [-2.378, 5.411, -0.876], [-1.726, 1.979, 4.258], [-1.707, 1.759, -3.225], [-2.740, -3.627, -0.514], [1.345, -4.905, 1.370], [3.322, 1.364, 3.283], [0.027, -2.647, 0.328], [-1.236, 3.634, -0.505], [1.207, -3.765, -3.088], [-2.422, -3.266, 3.138], [1.276, 1.150, 3.344], [1.225, -2.827, 3.189], [-0.185, 4.669, 1.105], [1.741, 4.172, 0.858], [3.351, 3.727, 0.229], [-0.178, -0.949, -5.240], [2.313, -3.285, 0.345], [-3.565, -3.597, 1.055], [2.893, 4.961, -1.958], [-0.785, 3.046, 1.568], [-0.147, -1.657, -4.997], [-0.318, 2.377, -3.015], [-1.436, -3.362, 1.224], [-1.004, 3.946, 0.978], [-2.981, 0.363, 0.655], [1.441, 4.632, -2.909], [1.948, -2.662, -1.905], [1.836, 4.668, -1.885], [2.426, -0.463, -0.717], [0.455, 1.482, -4.803]], "atomic_forces_ev_per_a": [[-0.02, -0.01, 0.08], [-0.03, 0.10, 0.23], [0.07, -0.08, 0.50], [0.01, 0.18, 0.20], [0.30, 0.33, -0.65], [0.08, -0.50, 0.01], [0.10, 0.08, -0.39], [0.00, 0.31, 0.21], [-0.33, 0.17, -0.03], [0.05, -0.22, -0.03], [0.14, -0.23, -0.17], [-0.09, -0.05, 0.30], [0.20, -0.23, -0.12], [0.01, -0.19, 0.06], [0.10, 0.04, 0.22], [0.29, -0.06, -0.19], [0.16, 0.17, -0.01], [-0.39, 3.17, -1.41], [-0.02, -0.16, -0.16], [-0.27, -0.15, 0.00], [0.10, 0.13, 0.20], [1.19, 1.31, 0.20], [0.09, -0.15, -0.06], [-0.36, 0.13, -0.16], [1.00, -0.13, 1.14], [-0.16, 0.15, 0.13], [1.01, -1.35, 0.78], [0.14, 0.14, -0.07], [-0.69, -0.61, -1.74], [3.24, -1.61, -0.71], [0.17, 0.03, 0.30], [0.00, -0.27, -0.59], [-3.73, -0.55, 0.13], [-1.03, -0.46, -0.92], [0.04, 0.16, -0.11], [0.30, -0.09, -0.14], [-0.02, 0.24, -0.12], [0.16, -0.19, 0.04], [0.05, -0.22, 0.14], [-0.03, 0.20, -0.12], [-0.14, 0.02, 0.10], [0.30, 0.26, -0.27], [-0.11, 0.26, -0.13], [0.02, -0.11, 0.37], [-0.25, -0.22, -0.10], [0.23, 0.03, -0.18], [0.21, 0.97, -0.68], [0.05, 0.06, 0.20], [-0.02, 0.17, 0.52], [0.05, 0.22, -0.10], [0.16, -0.26, 0.00], [0.09, -0.24, -0.30], [-0.12, 0.27, -0.04], [-0.18, 0.20, 0.25], [-0.82, -0.48, -0.17], [0.04, 0.04, 0.17], [-0.80, -3.10, -0.01], [-0.53, -1.01, 0.91], [-0.07, 0.10, 0.31], [0.24, 0.11, -0.15], [0.40, 0.85, 1.74], [0.45, 0.11, -0.28], [-0.38, -0.26, 0.04], [0.37, -0.25, -0.18], [-0.35, -0.05, 0.07], [0.00, -0.27, 0.05], [-0.26, 0.05, 0.18], [0.21, 0.13, -0.19], [-0.14, -0.30, 0.12], [0.07, 0.09, 0.02], [0.01, 0.27, -0.16], [-0.13, -1.44, -0.04], [-0.67, 1.15, 0.32], [-0.04, 0.18, 0.13], [-3.11, 1.87, 0.70], [0.14, 0.06, 0.25], [-0.18, -0.32, -0.17], [-0.70, 0.55, -0.44], [3.94, 0.79, -0.09], [0.19, 0.00, 0.23]], "mulliken_charge": [-1.269, 0.386, 0.497, 0.710, -1.371, 0.066, 0.365, 0.836, 0.491, 0.241, 0.320, 0.522, 0.357, -0.071, 0.418, 0.178, 0.203, 0.687, -1.393, 0.245, -1.341, 0.551, 0.132, 0.215, 1.659, 0.442, 0.539, -1.290, -0.352, -0.068, -1.310, -0.237, -0.101, -0.416, 0.192, 0.523, 0.401, -1.465, 0.177, 0.114, 0.212, 0.695, 0.472, -1.451, 0.335, 0.405, 0.452, 0.076, -0.718, 0.194, 0.457, 0.353, -1.385, 0.389, -1.651, 0.237, -0.121, 0.668, 0.447, 0.536, 0.478, 0.271, 0.356, 0.246, 0.507, 0.086, 0.579, 0.515, 0.471, 0.510, -0.047, 0.381, 0.495, -1.853, 0.073, 0.403, 0.180, -1.590, 0.047, 0.505]}

[3]
{"formula": "C22H50N3P3STm", "method": "ωB97M-V/def2-TZVPD", "spin_multiplicity": 3, "s2": 2.002, "total_charge": 3, "orbital_gap_ev": [7.17, 7.25], "elements": ["H", "H", "H", "S", "H", "H", "C", "C", "H", "H", "C", "H", "H", "C", "H", "H", "Tm", "H", "N", "C", "H", "H", "H", "C", "H", "H", "C", "H", "H", "H", "H", "H", "C", "N", "C", "C", "H", "H", "C", "H", "P", "C", "H", "H", "H", "H", "C", "H", "H", "H", "H", "P", "H", "C", "H", "H", "H", "H", "N", "C", "H", "H", "H", "C", "H", "H", "H", "C", "H", "H", "C", "H", "P", "C", "C", "C", "H", "H", "H", "C"], "coordinates": [[-1.544, 2.037, 0.686], [-1.628, -2.218, 0.819], [1.092, -1.949, 2.802], [0.632, -0.038, -3.726], [-1.218, -3.849, -1.282], [1.695, 4.930, -1.472], [1.568, 3.902, -1.845], [2.678, 1.024, -6.981], [3.275, 0.650, 1.907], [-2.459, 0.871, -0.315], [0.811, 3.426, 1.596], [1.598, 1.770, 3.769], [-2.546, -3.520, 2.059], [-1.864, -3.362, -2.021], [-0.022, -3.162, -4.783], [1.628, 3.866, 2.184], [-0.091, -0.440, -0.705], [-0.574, 3.759, -1.913], [-1.659, -1.189, 0.747], [0.284, -3.094, -3.733], [-3.331, 2.216, 0.505], [3.895, -0.892, 0.076], [0.769, 3.927, 0.626], [-2.067, -1.567, -4.233], [2.645, -1.120, 2.566], [3.970, -2.674, 0.355], [2.028, -1.959, 2.234], [-2.648, -3.243, 3.795], [0.315, 3.530, -7.203], [-4.799, -0.703, 2.927], [-0.120, 3.636, 2.139], [-3.118, 2.403, 2.899], [-3.230, 1.313, 2.963], [-2.741, 0.629, 1.753], [1.373, -3.682, 0.144], [3.432, -1.858, -0.148], [-4.309, 1.174, 3.164], [-1.168, -2.779, 2.921], [-4.031, -1.232, 3.511], [2.402, 3.286, -1.418], [1.709, -1.911, 0.439], [2.351, 0.515, -5.735], [2.557, -2.902, 2.420], [-0.163, 1.709, 3.512], [2.193, -4.213, 0.648], [3.545, 0.636, -7.525], [0.795, 1.282, 3.202], [-1.995, -0.523, -4.593], [1.316, -2.725, -3.710], [3.455, -2.006, -1.233], [3.296, 1.609, 0.412], [1.068, 1.623, 1.419], [-3.778, -0.642, 4.407], [-2.436, -0.691, 1.748], [1.369, -3.899, -0.932], [-2.161, -4.073, -2.799], [3.273, 2.423, 1.994], [0.406, -3.968, 0.577], [-2.852, -1.525, 2.718], [0.861, 2.650, -6.784], [-3.122, -1.700, -3.941], [0.804, 0.213, 3.409], [0.557, 0.490, -2.303], [0.393, 3.466, -2.338], [2.127, 2.436, -8.524], [0.293, -4.104, -3.290], [0.279, 2.591, -2.999], [0.524, 2.104, -5.525], [-2.740, -2.976, -1.491], [-2.691, 0.988, 3.871], [1.907, 2.063, -7.519], [2.925, -0.275, -5.281], [-0.928, -2.005, -2.843], [2.903, 1.561, 1.431], [1.216, 0.973, -5.021], [-2.490, 1.495, 0.579], [-1.873, -2.217, -5.108], [-0.232, 2.591, -4.905], [-4.453, -2.185, 3.849], [-2.255, -2.846, 2.865]], "atomic_forces_ev_per_a": [[-0.15, 0.11, 0.03], [-0.21, 0.69, -0.15], [0.20, -0.09, -0.02], [0.20, 0.39, 0.83], [-0.06, -0.12, -0.20], [-0.71, -0.45, 0.33], [0.08, 0.07, 1.58], [-0.17, 0.29, -0.04], [-0.07, 0.18, -0.12], [-0.31, 0.07, -0.20], [-0.34, 0.52, -0.53], [-0.20, -0.09, -0.11], [-0.08, -0.13, -0.05], [-0.14, 0.31, 0.09], [0.10, -0.08, 0.29], [-0.16, -0.25, -0.15], [-1.97, 1.05, 1.75], [0.26, 1.40, -1.17], [0.58, -0.03, -0.14], [0.64, -0.12, 0.24], [0.62, -0.45, -0.18], [0.01, -0.22, 0.01], [0.02, 0.02, 0.17], [-0.71, 0.64, -0.34], [-0.13, -0.24, -0.10], [-0.04, 0.29, -0.19], [-0.47, 0.21, 0.31], [0.25, -0.22, 0.00], [0.50, -0.96, 0.57], [0.35, -0.42, 0.19], [0.13, -0.13, -0.23], [0.37, -0.35, -0.39], [-0.45, 0.54, 0.84], [-0.10, 0.06, -0.04], [-0.41, 0.06, -0.12], [-0.02, 0.32, -0.42], [0.65, 0.05, -0.36], [-0.02, -0.03, 0.08], [-0.85, -0.16, 0.87], [-0.13, 0.23, -2.15], [2.11, -1.65, 0.96], [-0.37, -0.28, 0.62], [-0.07, 0.25, 0.07], [0.10, -0.15, 0.01], [-0.36, -0.11, -0.27], [-0.43, 0.11, 0.23], [-0.25, -0.47, -0.05], [0.22, -0.54, 0.36], [-0.29, 0.00, -0.01], [0.15, -0.05, 0.14], [0.12, 0.05, 0.11], [0.51, 0.33, 0.80], [-0.28, -0.42, -0.32], [0.43, -0.24, -0.23], [0.07, -0.08, 0.28], [-0.05, -0.04, 0.34], [0.01, -0.19, -0.08], [0.28, -0.12, -0.06], [0.26, 0.85, -0.67], [-0.14, -0.22, 0.51], [0.40, -0.13, 0.06], [-0.03, 0.09, 0.18], [1.12, 1.07, -3.04], [0.01, -1.16, 0.64], [-0.01, -0.08, 0.44], [-0.18, 0.37, -0.20], [0.47, 0.01, 1.01], [0.00, 0.27, -0.42], [-0.03, -0.09, -0.19], [-0.06, 0.14, -0.62], [-0.14, 0.10, 0.01], [0.22, -0.19, -0.12], [-0.89, -2.04, -0.87], [0.13, -0.07, -0.44], [0.64, 1.66, -0.84], [-0.54, -0.27, 0.78], [-0.06, 0.21, 0.63], [0.00, -0.29, -0.50], [0.01, 0.29, -0.17], [-0.16, 0.11, 0.16]], "mulliken_charge": [0.247, -0.126, 0.060, 0.010, 0.367, 0.369, -0.707, -0.778, 0.376, 0.520, -1.351, 0.489, 0.402, -1.549, 0.390, 0.508, 0.023, 0.366, 0.113, -1.481, 0.472, 0.350, 0.250, -1.224, 0.382, 0.445, -1.162, 0.472, 0.372, 0.368, 0.428, 0.429, -1.437, 0.404, -1.266, -1.253, 0.379, 0.131, -1.244, 0.214, 1.126, -0.362, 0.564, 0.383, 0.597, 0.408, -1.416, 0.363, 0.427, 0.411, 0.314, 1.117, 0.368, 0.449, 0.311, 0.468, 0.534, 0.319, 0.144, -0.812, 0.407, 0.243, 0.065, -0.010, 0.412, 0.457, -0.330, -0.086, 0.423, 0.527, -0.313, 0.449, 1.373, -1.335, 0.393, -1.535, 0.414, 0.455, 0.494, -0.973]}

Number 1: E_tot -3366.45204 Ha. Number 2: E_tot -2077.45380 Ha. Number 3: E_tot -3538.94830 Ha.